(1)
{
  "formula": "CH4N4O",
  "method": "ωB97M-V with the def2-TZVPD basis set",
  "energy_ha": -334.490672,
  "homo_ha": [-0.3084, -0.3080],
  "mol_weight_g_mol": 88.07,
  "lumo_energy_ev": [-0.137, -0.140],
  "symbols": ["C", "N", "N", "N", "N", "O", "H", "H", "H", "H"],
  "positions_angstrom": [[-0.02591, -0.37095, -0.38122], [3.10974, 0.25882, -0.08850], [2.42516, -0.75223, -0.57342], [2.04848, 0.93306, 0.25701], [1.24552, -0.02707, -0.28156], [-0.83584, 0.62387, -0.75121], [-0.19181, -1.41071, -0.79234], [-1.01265, -1.01229, 1.25991], [2.00176, 1.96642, 0.24314], [-1.69806, 0.40002, -0.52637]],
  "forces_ev_per_angstrom": [[-2.897, -2.881, 1.845], [1.369, -1.883, -1.157], [-0.065, 1.314, 0.947], [-1.051, 2.236, 1.547], [1.502, -0.854, -1.164], [2.056, 1.412, -0.966], [0.624, 1.462, 0.353], [1.386, 0.852, -1.822], [-0.411, -1.019, -0.268], [-2.512, -0.638, 0.685]]
}

***

(2)
{
  "formula": "C42H112N2O18",
  "method": "ωB97M-V with the def2-TZVPD basis set",
  "energy_ha": -3131.009486,
  "homo_ha": -0.3139,
  "mol_weight_g_mol": 933.35,
  "lumo_energy_ev": 0.240,
  "symbols": ["C", "C", "O", "O", "H", "H", "H", "H", "H", "H", "C", "C", "O", "O", "H", "H", "H", "H", "H", "H", "C", "C", "O", "O", "H", "H", "H", "H", "H", "H", "C", "O", "C", "C", "N", "C", "C", "O", "C", "H", "H", "H", "H", "H", "H", "H", "H", "H", "H", "H", "H", "H", "H", "H", "C", "O", "C", "C", "N", "C", "C", "O", "C", "H", "H", "H", "H", "H", "H", "H", "H", "H", "H", "H", "H", "H", "H", "H", "C", "C", "C", "O", "H", "H", "H", "H", "H", "H", "H", "H", "C", "C", "C", "O", "H", "H", "H", "H", "H", "H", "H", "H", "C", "C", "C", "O", "H", "H", "H", "H", "H", "H", "H", "H", "C", "C", "C", "O", "H", "H", "H", "H", "H", "H", "H", "H", "C", "C", "C", "O", "H", "H", "H", "H", "H", "H", "H", "H", "C", "C", "C", "O", "H", "H", "H", "H", "H", "H", "H", "H", "C", "C", "C", "O", "H", "H", "H", "H", "H", "H", "H", "H", "C", "C", "C", "O", "H", "H", "H", "H", "H", "H", "H", "H"],
  "positions_angstrom": [[0.51778, 3.25684, -2.34728], [1.16530, 4.59213, -1.84469], [1.60546, 5.43668, -2.88186], [-0.68961, 3.58959, -2.97735], [0.34334, 2.69509, -1.42962], [1.11905, 2.60288, -2.97887], [2.02874, 4.44575, -1.19573], [0.40891, 5.12963, -1.27280], [0.77277, 5.69811, -3.28173], [-1.31041, 3.93822, -2.33340], [-0.12067, -5.02964, -2.44797], [-1.10249, -4.51892, -3.52333], [-2.03168, -3.60476, -2.99436], [0.53997, -4.01224, -1.70647], [0.66318, -5.62919, -2.91079], [-0.60663, -5.71769, -1.75622], [-1.65694, -5.40149, -3.84233], [-0.47487, -4.07274, -4.29478], [-1.58134, -2.76188, -2.90305], [1.03702, -4.39938, -0.98214], [3.72561, 1.76453, -2.44284], [5.18708, 1.69595, -1.82861], [5.29752, 1.59679, -0.43950], [2.98726, 0.53928, -2.10908], [3.74423, 1.75288, -3.53262], [3.18650, 2.65322, -2.11466], [5.74311, 2.59336, -2.09985], [5.63152, 0.79494, -2.25140], [5.18610, 0.66121, -0.25546], [2.55632, 0.71730, -1.26991], [-5.17448, 7.41568, 0.90647], [-3.88769, 6.95100, 0.80610], [-3.13336, 7.28441, -0.38590], [-2.08369, 6.17863, -0.63276], [-2.54448, 4.98003, -1.35852], [-3.31818, 4.13128, -0.43217], [-3.80025, 2.79432, -1.04985], [-4.54438, 2.91802, -2.22311], [-5.87358, 3.41460, -2.08007], [-5.78690, 7.11160, 0.05760], [-5.17633, 8.49958, 1.02158], [-5.63570, 6.96902, 1.78731], [-2.66302, 8.25877, -0.25363], [-3.71532, 7.31856, -1.30690], [-1.54870, 5.96590, 0.29279], [-1.27459, 6.59034, -1.23603], [-3.14534, 5.19324, -2.14185], [-4.25425, 4.61373, -0.15088], [-2.82108, 3.93654, 0.51813], [-4.34660, 2.19007, -0.32564], [-2.92956, 2.17091, -1.25319], [-6.55765, 2.68881, -1.64032], [-6.17612, 3.55056, -3.11839], [-5.82995, 4.43182, -1.69091], [-2.34989, -0.56464, -4.53728], [-1.10532, -1.26068, -4.38167], [0.08385, -0.52729, -4.34216], [1.17125, -1.63697, -4.49829], [2.49300, -0.95276, -4.60041], [3.63734, -1.94460, -4.42610], [5.06062, -1.32943, -4.72575], [6.18539, -2.24370, -4.46553], [7.33246, -1.56174, -3.98433], [-2.61134, 0.06750, -3.68866], [-3.15457, -1.28117, -4.70213], [-2.22533, 0.07320, -5.41235], [0.17897, 0.00848, -3.39770], [0.28435, 0.22192, -5.10805], [0.92047, -2.24936, -5.36443], [1.13208, -2.24511, -3.59456], [2.57350, -0.43294, -3.73820], [3.60189, -2.84371, -5.04127], [3.62110, -2.20965, -3.36894], [5.16360, -0.38351, -4.19402], [5.04948, -1.11051, -5.79348], [8.24170, -2.16266, -3.96796], [7.20596, -1.29782, -2.93436], [7.55613, -0.62674, -4.49799], [-1.97606, -6.33719, 1.00069], [-2.04502, -5.24649, 2.03792], [-2.03106, -3.85419, 1.32823], [-3.28616, -5.37003, 2.69111], [-2.23185, -7.30998, 1.42061], [-1.01315, -6.52216, 0.52456], [-2.67980, -6.11333, 0.19898], [-1.22311, -5.34508, 2.74704], [-1.05197, -3.70774, 0.87212], [-2.17842, -3.08117, 2.08244], [-2.78101, -3.64350, 0.56582], [-3.43227, -4.60635, 3.25418], [0.72056, -1.33456, 1.09055], [0.55259, -0.49774, -0.13508], [-0.87638, -0.19053, -0.52381], [1.15441, 0.72325, 0.08284], [-0.08056, -1.15406, 1.80730], [1.73008, -1.33150, 1.50160], [0.55038, -2.34449, 0.71747], [1.06511, -1.06333, -0.91323], [-1.54504, -1.05090, -0.49603], [-0.98286, 0.19894, -1.53627], [-1.35529, 0.54233, 0.12555], [0.83112, 1.06724, 0.91876], [0.81101, -3.40685, 4.31127], [1.90902, -4.17201, 3.57643], [3.08455, -4.48189, 4.43672], [1.31409, -5.34125, 3.22389], [0.59888, -3.79764, 5.30645], [-0.07325, -3.53595, 3.68715], [1.01193, -2.33718, 4.37066], [2.24231, -3.72028, 2.64211], [2.80510, -5.07312, 5.30876], [3.49925, -3.52994, 4.76823], [3.86909, -5.05648, 3.94434], [0.71337, -5.54246, 3.94518], [-4.50593, -1.19964, -0.92990], [-6.01959, -1.21212, -1.30205], [-6.13327, -0.58078, -2.73045], [-6.45256, -2.54413, -1.35323], [-4.07261, -0.23174, -1.18189], [-3.98482, -1.90291, -1.57948], [-4.15962, -1.49665, 0.06003], [-6.67752, -0.62422, -0.66206], [-5.97521, 0.49133, -2.61345], [-7.11225, -0.78969, -3.16180], [-5.37627, -0.99247, -3.39796], [-6.00573, -2.92841, -2.11104], [3.66168, 0.15356, 4.23523], [2.70721, 0.42559, 5.41120], [2.93057, 1.79120, 6.06588], [1.32263, 0.32318, 5.01241], [3.59944, 0.88203, 3.42679], [3.49146, -0.85431, 3.85666], [4.68319, -0.08027, 4.53513], [2.89702, -0.40420, 6.09202], [2.76987, 2.60633, 5.36030], [3.86150, 1.87972, 6.62592], [2.14506, 2.00074, 6.79194], [0.70322, 0.41090, 5.74058], [1.97622, 3.23554, 2.60734], [0.55632, 2.68776, 2.92562], [-0.43245, 3.30622, 1.91531], [0.61333, 1.34180, 2.66023], [2.70365, 2.93097, 3.35979], [2.01129, 4.32493, 2.59741], [2.26101, 2.89470, 1.61193], [0.24456, 2.92262, 3.94334], [-1.27682, 2.61696, 1.90746], [-0.08231, 3.30108, 0.88309], [-0.83846, 4.28513, 2.17022], [1.03598, 0.98470, 3.44473], [-4.30852, 1.55650, 2.89479], [-3.59078, 0.18757, 3.06374], [-2.24160, 0.25692, 3.84141], [-4.42373, -0.75804, 3.69609], [-4.53814, 2.05031, 3.83900], [-5.16563, 1.33955, 2.25731], [-3.71224, 2.34632, 2.43793], [-3.28130, -0.15540, 2.07648], [-2.37955, 0.56814, 4.87688], [-1.58570, 1.03024, 3.44156], [-1.72315, -0.70139, 3.87210], [-5.20696, -0.91902, 3.16484], [4.10912, -2.29444, -0.42439], [4.92937, -1.67739, 0.72720], [5.47881, -2.74396, 1.61256], [5.94685, -1.03194, 0.09271], [3.24394, -2.86993, -0.09518], [4.68372, -3.06770, -0.93429], [3.72968, -1.54579, -1.11984], [4.30811, -1.03681, 1.35315], [6.34398, -2.40009, 2.17943], [5.79286, -3.62475, 1.05250], [4.77513, -3.25016, 2.27339], [6.42797, -1.71729, -0.37676]],
  "forces_ev_per_angstrom": [[0.112, 1.252, 1.502], [0.511, -1.034, -0.308], [-0.270, 0.150, -0.200], [0.259, -0.628, -1.360], [-0.130, -0.401, 0.178], [0.100, 0.481, -0.262], [0.008, -0.300, 0.090], [-0.208, -0.203, 0.327], [0.083, 0.204, -0.646], [-0.385, 0.392, 0.567], [0.347, -0.868, 0.336], [1.031, 0.023, 1.457], [-0.348, -0.241, 0.038], [-0.395, 0.938, -0.268], [-0.036, -0.182, -0.561], [-0.468, 0.104, 0.110], [0.101, 0.135, -0.416], [-0.397, 0.024, -0.450], [0.140, 0.325, -0.154], [-0.072, -0.190, -0.057], [0.676, -1.214, 0.858], [-1.004, 0.123, -0.989], [-0.856, 0.333, 0.261], [0.791, 1.215, -0.204], [0.376, 0.252, -0.037], [0.002, -0.080, 0.147], [-0.004, -0.048, -0.397], [0.304, 0.072, -0.412], [0.253, -0.205, 0.350], [-0.429, -0.048, 0.557], [-0.830, 0.431, 0.056], [1.831, -0.777, -0.920], [0.140, -0.984, 0.687], [0.280, 0.952, -0.854], [0.064, -0.716, 2.074], [-1.756, -0.766, -0.578], [1.152, -0.078, 0.688], [-0.149, 0.030, -0.392], [1.021, 0.217, -1.466], [-0.138, 0.148, -0.314], [-0.319, 0.246, -0.092], [0.140, 0.044, 0.107], [0.118, 0.087, 0.053], [-0.691, 0.145, 0.126], [-0.425, -0.624, 0.159], [-0.106, 0.442, -0.289], [0.017, 0.339, -0.164], [-0.038, 0.476, 0.264], [0.447, 0.035, -0.271], [-0.325, 0.259, 0.510], [0.161, 0.037, -0.556], [0.062, 0.264, 0.599], [-0.298, -0.098, -0.020], [-0.520, -0.171, 0.723], [0.983, 0.289, -0.421], [-1.459, -0.224, 0.064], [1.275, -0.981, 0.048], [0.418, 1.709, 0.713], [0.943, -1.747, -0.677], [0.771, 0.820, 0.513], [-0.646, -0.456, -0.350], [-0.863, 0.779, -0.023], [-0.170, 0.268, 0.692], [0.154, 0.039, 0.267], [0.292, -0.156, 0.011], [-0.399, 0.173, -0.115], [0.152, -0.022, 0.319], [-0.700, -0.012, -0.555], [0.236, 0.128, -0.111], [-0.061, -0.405, 0.077], [-0.139, 0.505, 0.092], [-0.661, 0.060, -0.035], [0.164, -0.585, 0.088], [0.220, -0.057, 0.239], [0.244, 0.182, -0.114], [-0.314, -0.481, -0.589], [-0.289, 0.226, 0.309], [-0.121, -0.009, -0.383], [-0.181, -0.845, -0.361], [-0.452, 1.307, -1.471], [0.957, -0.277, 0.752], [-0.557, -0.661, 0.465], [-0.253, 0.042, 0.194], [0.282, 0.569, 0.216], [-0.132, -0.076, 0.019], [0.126, 0.210, 0.000], [0.015, 0.151, -0.049], [0.192, 0.222, 0.190], [-0.196, -0.764, -0.012], [0.049, 0.116, 0.010], [-0.986, -1.658, -0.119], [-0.537, -0.170, 0.132], [-1.175, -0.778, -0.415], [1.753, 1.599, -1.142], [0.350, 0.204, 0.422], [-0.106, 0.418, 0.103], [-0.011, -0.391, 0.355], [0.117, 0.505, -0.526], [0.097, -0.393, 0.049], [0.370, 0.131, -0.085], [0.308, 0.152, 0.363], [0.110, 0.041, 0.619], [0.277, 1.184, -0.807], [0.078, 0.805, 0.919], [1.032, 0.527, 0.653], [-1.119, -2.816, -1.236], [0.231, -0.157, 0.060], [-0.207, 0.233, 0.109], [-0.018, 0.097, 0.231], [-0.136, 0.553, 0.022], [-0.232, 0.127, 0.125], [0.363, -0.016, 0.279], [-0.083, 0.110, -0.308], [-0.126, -0.545, -0.096], [-0.129, 0.406, -0.337], [1.511, 0.299, -1.500], [-0.059, -0.111, 1.088], [-0.709, -0.377, 0.417], [0.049, 0.218, 0.212], [-0.149, -0.166, -0.329], [-0.658, 0.150, 0.340], [0.128, -0.336, 0.416], [0.012, 0.082, -0.392], [-0.064, 0.140, 0.110], [0.130, 0.010, 0.021], [0.040, -0.301, -0.042], [-0.610, -0.888, -0.048], [0.571, 0.120, 0.399], [-0.646, -0.063, 0.345], [0.584, -0.202, -0.947], [0.186, -0.061, 0.079], [-0.922, -0.019, -0.507], [0.211, 1.128, 0.536], [-0.022, 0.170, 0.480], [0.573, -0.105, -0.231], [0.171, -0.003, -0.415], [-0.142, -0.354, 0.315], [0.270, 0.073, 0.289], [-0.513, 0.621, 0.631], [1.063, 2.782, -1.964], [-0.685, -0.751, 0.452], [-0.654, -1.009, -0.044], [0.071, -0.227, -0.228], [-0.140, 0.152, 0.005], [0.109, -0.157, 0.098], [-0.054, -0.122, 0.204], [-0.359, 0.036, -0.024], [0.425, 0.140, 0.054], [0.352, 0.086, 0.122], [0.137, -1.068, 0.389], [0.703, -0.482, 0.176], [1.455, 1.072, 0.339], [-0.866, 0.513, 0.292], [0.091, -0.162, 0.299], [-0.611, -0.595, 0.245], [-0.332, 0.489, 0.236], [0.366, -0.393, -0.613], [-0.309, -0.160, -0.386], [-0.414, -0.121, 0.227], [-0.046, -0.328, -0.411], [-0.044, -0.022, -0.265], [-0.066, 0.045, -0.142], [-1.077, -0.463, 0.668], [-2.227, -2.202, -0.466], [0.401, -1.542, 0.738], [1.843, 1.783, -0.241], [-0.299, 0.111, 0.389], [0.461, 0.282, -0.260], [0.290, 0.064, -0.019], [0.190, 0.712, -0.361], [-0.130, 0.115, 0.153], [0.472, 0.130, -0.563], [-0.369, 0.626, 0.349], [0.280, 0.119, -0.282]]
}

***

Calculated max |F| in order - 0.087 0.069 hartree/bohr